45
Properties=species:S:1:pos:R:3 method="wB97M-V/def2-TZVPD" spin_multiplicity=4 charge=0 de_lowest_kcal_mol=12.95 orbital_gap_ev="6.274 / 6.186" homo_ha="-0.2678 / -0.2738" fmax_ha_per_bohr=0.0187
Re 0.3824 0.1481 -0.6547
C 3.1288 -0.6449 4.4582
O 2.1671 0.2921 4.7108
C 0.8775 -0.0611 4.4088
C 0.0313 -0.3251 5.4720
C -1.2893 -0.6387 5.2230
C -1.7309 -0.6957 3.9189
C -0.9105 -0.4251 2.8087
C -1.6730 -0.5987 1.5620
N -1.3710 -0.4827 0.3239
N -2.4130 -0.7944 -0.5482
C -2.0215 -0.7237 -1.7725
O -0.7801 -0.3892 -2.1151
C -2.9476 -1.0311 -2.8781
C -2.5126 -0.9144 -4.1947
C -3.3812 -1.2012 -5.2364
C -4.6807 -1.6029 -4.9672
C -5.1161 -1.7190 -3.6525
C -4.2545 -1.4346 -2.6086
C 0.4294 -0.0834 3.0839
O -0.0043 1.6989 -0.0013
H 4.1323 -0.2601 4.4652
H 0.8960 -1.2753 0.0770
H 2.8291 -1.5923 4.0404
H 0.4366 -0.2739 6.4731
H -1.9701 -0.8457 6.0367
H -2.7634 -0.9584 3.7326
H -2.6976 -0.9139 1.7323
H -1.4989 -0.5974 -4.3943
H -3.0420 -1.1087 -6.2596
H -5.3575 -1.8254 -5.7820
H -6.1305 -2.0317 -3.4429
H -4.5795 -1.5198 -1.5814
Cl 1.6588 0.3874 1.9516
C 2.1265 3.5060 -1.5217
C 3.3923 3.5222 -1.5098
C 4.8085 3.2823 -1.4454
C 5.3396 2.0797 -1.1917
C 4.6181 0.8590 -0.9540
Cl 5.5005 -0.5191 -0.3154
C 3.3363 0.6343 -1.2375
N 2.1944 0.4200 -1.4929
H 2.9564 4.5459 -1.9106
H 5.4655 4.1177 -1.6361
H 6.4183 1.9939 -1.1744

---

260
Properties=species:S:1:pos:R:3 method="wB97M-V/def2-TZVPD" spin_multiplicity=1 smiles="CC1(C)CCCC(C)(C)N1O.CC1(C)CCCC(C)(C)N1O.CC1(C)CCCC(C)(C)N1O.CC1(C)CCCC(C)(C)N1O.CC1(C)CCCC(C)(C)N1O.COC[C@H](C)N.COC[C@H](C)N.COC[C@H](C)N.COC[C@H](C)N.COC[C@H](C)N.COC[C@H](C)N.NC(N)=O" charge=0 de_lowest_kcal_mol=140.88 orbital_gap_ev=8.293 homo_ha=-0.2920 fmax_ha_per_bohr=0.1152
C 7.6764 0.2838 -4.6432
C 7.0548 0.0506 -3.2703
C 8.0522 -0.5122 -2.2532
C 6.4335 1.3812 -2.8243
C 5.0889 1.8235 -3.3771
C 4.0702 0.6686 -3.3477
C 4.5891 -0.7310 -3.8991
C 3.5551 -1.6732 -3.2550
C 4.4911 -0.8548 -5.4783
N 5.9596 -0.9600 -3.3400
O 6.2908 -2.3271 -3.3566
H 8.4940 1.0034 -4.6005
H 7.9418 -0.6489 -5.1409
H 6.8542 0.6379 -5.2651
H 7.4049 -0.8707 -1.4529
H 8.7734 -1.2710 -2.5567
H 8.7510 0.1913 -1.8006
H 6.3385 1.4266 -1.7394
H 7.2345 2.1188 -2.8747
H 4.8597 2.6821 -2.7459
H 5.2795 2.3707 -4.3004
H 3.2110 1.1696 -3.7937
H 3.7600 0.4756 -2.3207
H 3.7156 -1.6071 -2.1789
H 3.8686 -2.7077 -3.3954
H 2.5662 -1.5316 -3.6910
H 3.5974 -0.3261 -5.8097
H 4.4152 -1.9117 -5.7340
H 5.2310 -0.2805 -6.0359
H 6.1884 -2.5554 -4.2835
C 2.0855 -0.7311 6.2662
C 3.0380 0.3291 6.7680
C 4.3201 -0.3308 7.2030
C 3.4217 1.2533 5.5611
C 2.3916 2.2523 5.1776
C 1.9813 3.1326 6.3941
C 1.5675 2.1859 7.5987
C 1.7618 3.0799 8.8757
C 0.0308 1.8238 7.4225
N 2.5038 1.0775 7.9242
O 2.1858 0.2311 8.9082
H 1.2096 -0.2860 5.7942
H 2.6237 -1.4650 5.6663
H 1.5862 -1.2872 7.0596
H 4.9217 -0.7739 6.4094
H 4.8732 0.4108 7.7793
H 4.1138 -1.1559 7.8847
H 4.4497 1.6074 5.6381
H 3.4415 0.6277 4.6687
H 2.7668 2.8879 4.3756
H 1.5878 1.6818 4.7122
H 1.1463 3.7921 6.1578
H 2.8864 3.7006 6.6090
H 2.7873 3.4389 8.9629
H 1.6878 2.5488 9.8246
H 1.1028 3.9480 8.8939
H -0.0725 1.4868 6.3911
H -0.6432 2.6749 7.5195
H -0.3112 1.1424 8.2016
H 2.9466 0.3727 9.4763
C 1.3997 -5.8007 1.3309
C 2.5219 -4.7653 1.4260
C 2.0986 -3.4950 0.5808
C 2.6178 -4.2622 2.8796
C 3.8540 -3.2794 3.1540
C 5.1395 -3.8533 2.5980
C 5.0288 -4.4103 1.1147
C 5.0602 -3.2117 0.0838
C 6.3402 -5.1513 0.8532
N 3.8282 -5.2939 1.0003
O 3.7751 -5.8316 -0.3224
H 1.2776 -5.9172 0.2540
H 1.5572 -6.7744 1.7948
H 0.4776 -5.4099 1.7612
H 2.4846 -3.5841 -0.4347
H 1.0149 -3.5548 0.4811
H 2.3644 -2.5023 0.9441
H 1.6428 -3.8214 3.0872
H 2.7998 -5.1947 3.4137
H 3.6768 -2.2940 2.7229
H 3.9263 -3.1064 4.2277
H 5.3019 -4.7065 3.2566
H 5.9800 -3.1624 2.6630
H 6.0243 -2.7046 0.0456
H 4.3648 -2.5032 0.5340
H 4.7497 -3.5336 -0.9102
H 6.3606 -5.4519 -0.1944
H 6.4346 -5.9939 1.5381
H 7.1767 -4.4539 0.8986
H 3.3520 -6.6591 -0.0822
C -1.1994 3.9225 1.8453
C -2.1992 4.4031 2.9257
C -1.5492 5.3594 4.0406
C -3.3823 5.1724 2.4878
C -4.5744 4.4604 1.9452
C -5.0477 3.3686 2.9694
C -3.9446 2.4581 3.4835
C -4.6695 1.9601 4.8547
C -3.7603 1.3726 2.4408
N -2.6482 3.2637 3.6603
O -1.7830 2.7502 4.7064
H -0.2899 4.5221 1.8831
H -0.8415 2.9178 2.0700
H -1.5317 3.9426 0.8074
H -1.3549 6.3132 3.5500
H -2.0853 5.4536 4.9849
H -0.5479 4.9853 4.2539
H -3.8451 5.7724 3.2713
H -2.9922 5.8657 1.7426
H -5.2749 5.2939 1.8933
H -4.4329 4.0941 0.9284
H -5.8337 2.8554 2.4154
H -5.6208 3.7868 3.7969
H -5.0958 0.9582 4.8040
H -5.3676 2.6512 5.3271
H -3.9962 1.8085 5.6983
H -4.5797 0.6560 2.3857
H -2.9980 0.6926 2.8209
H -3.5758 1.6604 1.4058
H -2.0033 3.3015 5.4608
C -4.1963 -1.5834 1.0965
C -3.8595 -2.8932 0.3782
C -3.0914 -2.6200 -0.8972
C -3.0406 -3.7100 1.3858
C -3.1267 -5.2789 1.1968
C -4.5448 -5.7227 1.1729
C -5.3764 -4.8613 0.0748
C -5.1160 -5.6210 -1.2774
C -6.8130 -5.1120 0.5544
N -5.1728 -3.4464 0.1348
O -6.0126 -2.7629 -0.8034
H -3.2277 -1.1427 1.3324
H -4.8174 -0.8419 0.5941
H -4.6762 -1.8478 2.0388
H -3.7024 -2.9901 -1.7206
H -2.8733 -1.5700 -1.0920
H -2.1871 -3.2229 -0.9799
H -2.0043 -3.4234 1.5644
H -3.4787 -3.5436 2.3699
H -2.6535 -5.4752 0.2347
H -2.6678 -5.8327 2.0158
H -4.8982 -5.7877 2.2020
H -4.5754 -6.7879 0.9440
H -5.2081 -6.6902 -1.0863
H -4.0838 -5.3979 -1.5474
H -5.8197 -5.3915 -2.0775
H -6.9744 -6.1838 0.4395
H -7.4637 -4.6454 -0.1852
H -7.1552 -4.7669 1.5301
H -5.7427 -3.2024 -1.6130
C -3.3884 0.7387 -7.2918
O -2.0142 1.1022 -7.0661
C -1.3844 0.2619 -6.0380
C 0.1579 0.3363 -6.0841
C 0.6728 -0.0266 -7.5260
N 0.7203 -0.5096 -5.0938
H -3.3310 -0.3062 -7.5969
H -3.8652 1.4521 -7.9639
H -4.0289 0.7119 -6.4102
H -1.7985 0.2675 -5.0298
H -1.7036 -0.7567 -6.2588
H 0.2492 1.3773 -5.7744
H 0.6436 -1.0873 -7.7753
H 1.6858 0.3309 -7.7102
H 0.0703 0.4753 -8.2832
H 1.7175 -0.6207 -5.2094
H 0.5583 -0.2225 -4.1391
C -0.8372 5.6352 -1.5989
O -0.7540 4.6709 -2.6779
C -1.5621 4.9818 -3.8077
C -1.0903 4.1288 -5.0962
C 0.4125 4.1782 -5.0691
N -1.4517 4.7056 -6.3848
H -0.4292 5.3652 -0.6248
H -1.8977 5.4704 -1.4082
H -0.5145 6.6421 -1.8637
H -2.5970 4.7737 -3.5358
H -1.4671 6.0436 -4.0347
H -1.4608 3.1139 -5.2406
H 0.7664 3.5450 -4.2555
H 0.8004 5.1869 -4.9271
H 1.0007 3.9026 -5.9444
H -2.3982 4.5504 -6.7012
H -0.8509 4.2357 -7.0469
C -7.0678 3.3531 -1.5011
O -6.7046 1.9263 -1.5342
C -5.5950 1.6240 -2.2380
C -5.8544 0.3838 -3.1040
C -4.6523 -0.4573 -3.5154
N -6.6693 0.6393 -4.2936
H -7.4238 3.7597 -2.4477
H -6.4462 3.9862 -0.8680
H -7.9137 3.2805 -0.8176
H -5.2981 2.3987 -2.9449
H -4.8448 1.3873 -1.4834
H -6.3417 -0.2925 -2.4018
H -4.1354 -0.7112 -2.5900
H -4.0747 0.0710 -4.2740
H -4.8305 -1.4492 -3.9307
H -7.2859 1.4058 -4.0647
H -7.3153 -0.0371 -4.6749
C 2.9843 6.0269 -0.8103
O 2.1767 6.3021 0.3468
C 2.6531 7.5485 0.9216
C 1.6368 7.9464 2.0020
C 1.9882 9.1813 2.9273
N 1.5337 6.8297 2.8447
H 4.0380 5.8551 -0.5905
H 3.0446 6.8115 -1.5645
H 2.6377 5.1041 -1.2756
H 3.6899 7.4539 1.2446
H 2.5785 8.2811 0.1179
H 0.6851 8.1578 1.5145
H 1.1502 9.3599 3.6010
H 2.1666 10.0576 2.3042
H 2.9320 9.0541 3.4576
H 1.1537 6.0993 2.2597
H 0.7353 6.9758 3.4458
C 0.3201 -4.3077 -4.2149
O -0.9745 -4.3990 -4.8514
C -2.1463 -4.5885 -3.9843
C -3.2829 -5.0935 -4.8249
C -3.1697 -6.3696 -5.6238
N -3.6452 -4.0088 -5.6934
H 0.7046 -5.1226 -3.6015
H 0.3056 -3.4729 -3.5142
H 0.9572 -4.1158 -5.0783
H -1.9116 -5.2071 -3.1180
H -2.6186 -3.7168 -3.5313
H -4.0147 -5.2356 -4.0297
H -2.5874 -6.1522 -6.5193
H -4.0534 -6.8330 -6.0624
H -2.5488 -7.1064 -5.1142
H -3.7141 -3.3171 -4.9607
H -2.9618 -3.8671 -6.4235
C 0.0489 -0.2306 1.9040
O -0.8814 -0.2410 0.7806
C -0.9878 0.8970 -0.1528
C -0.3365 0.5837 -1.5336
C 1.2083 0.3386 -1.2642
N -0.6227 1.4074 -2.7227
H -0.3791 0.2749 2.7696
H 0.9887 0.2300 1.5995
H 0.1655 -1.2633 2.2328
H -2.0345 1.0454 -0.4184
H -0.6504 1.8016 0.3532
H -0.8305 -0.3439 -1.8228
H 1.7335 1.2483 -0.9732
H 1.6912 -0.1208 -2.1267
H 1.3570 -0.3733 -0.4523
H -1.6174 1.4981 -2.8726
H -0.2515 2.3311 -2.5517
N 2.0243 -6.5201 6.5104
C 1.0471 -6.2224 5.6945
N 0.4219 -5.0674 6.1691
O 0.7341 -6.6943 4.6074
H 2.6590 -5.8099 6.8463
H 2.4635 -7.4243 6.4113
H -0.3096 -4.7758 5.5366
H 0.5524 -4.7775 7.1278

---

30
Properties=species:S:1:pos:R:3 method="wB97M-V/def2-TZVPD" spin_multiplicity=1 smiles=CNC[C@H](C)NC.O.O.O charge=0 de_lowest_kcal_mol=43.79 orbital_gap_ev=8.664 homo_ha=-0.3083 fmax_ha_per_bohr=0.0515
C -0.6435 -2.1346 1.7239
N 0.0307 -0.9384 2.1861
C 0.5661 -0.0772 1.1455
C 1.6189 -0.6662 0.1418
C 2.7531 0.3973 -0.0093
N 0.8719 -1.2295 -0.9836
C 1.8640 -1.5362 -2.0700
H -1.6645 -1.8436 1.4301
H -0.7187 -2.9721 2.4220
H -0.2729 -2.5901 0.7979
H 0.6741 -1.1035 2.9429
H -0.2695 0.2186 0.4936
H 0.9367 0.7747 1.7164
H 2.1688 -1.4734 0.6472
H 2.7473 1.1314 -0.8228
H 3.7190 -0.1135 -0.0386
H 2.6645 1.1198 0.8001
H 0.1450 -0.6357 -1.3540
H 1.3560 -1.1563 -2.9650
H 2.8141 -1.0137 -1.9896
H 2.0929 -2.6013 -2.1032
O -1.1218 2.0011 -2.5846
H -0.4490 1.3714 -2.8524
H -1.8514 1.5170 -2.1479
O -3.4352 0.8481 -1.6777
H -3.3759 -0.1177 -1.6892
H -3.1313 1.0233 -0.7739
O -1.4130 2.4451 2.7017
H -1.8875 3.0845 2.1534
H -0.6343 2.3358 2.1397